The following is a DFT calculation (the ωB97M-V functional and the def2-TZVPD basis) of a molecular structure, C32H36HfN3O3PSe2 in a non-equilibrium geometry.

## Properties
- HOMO level: -0.49781 Ha
- Spin multiplicity: 1
- Frontier orbital gap: 0.279 hartree
- Net charge: +2

```
78
Properties=species:S:1:pos:R:3:lowdin_charge:R:1
Hf -0.102 -1.268 -0.156 1.329
C 1.276 -3.968 -1.159 -0.193
C 2.327 -3.011 -0.582 -0.185
N 1.798 -2.304 0.638 -0.126
C 1.587 -3.231 1.806 -0.126
C 0.269 -2.967 2.507 -0.168
N -0.858 -2.614 1.616 -0.155
C -1.689 -3.732 1.068 -0.192
C -0.894 -4.397 -0.042 -0.168
N -0.114 -3.483 -0.927 -0.188
H 1.440 -4.966 -0.822 0.112
H 1.535 -4.036 -2.245 0.138
H 2.570 -2.227 -1.324 0.079
H 3.245 -3.494 -0.406 0.120
H 2.484 -1.605 0.948 0.143
H 2.393 -3.165 2.555 0.152
H 1.560 -4.231 1.388 0.108
H 0.394 -2.202 3.280 0.131
H 0.080 -3.854 3.076 0.128
H -1.464 -2.011 2.208 0.149
H -2.667 -3.398 0.786 0.080
H -1.866 -4.508 1.879 0.156
H -1.571 -5.070 -0.593 0.145
H -0.175 -5.101 0.497 0.137
H -0.559 -3.419 -1.833 0.062
Se -2.560 -1.204 -1.151 0.459
P -1.436 -0.257 -2.833 0.294
Se 0.600 -1.077 -2.850 0.472
C -2.190 -0.530 -4.436 -0.408
C -3.085 0.445 -4.897 -0.058
C -3.505 0.426 -6.234 -0.049
C -3.072 -0.584 -7.042 -0.040
C -2.166 -1.578 -6.589 -0.048
C -1.750 -1.552 -5.293 -0.126
C -1.331 1.517 -2.552 -0.439
C -1.883 2.013 -1.369 -0.125
C -1.733 3.357 -1.069 -0.080
C -1.016 4.176 -1.884 -0.057
C -0.443 3.707 -3.074 -0.026
C -0.654 2.371 -3.442 -0.062
H -3.361 1.242 -4.230 0.108
H -4.280 1.078 -6.599 0.119
H -3.481 -0.661 -8.041 0.120
H -1.886 -2.451 -7.190 0.124
H -1.066 -2.336 -4.879 0.091
H -2.355 1.306 -0.697 0.026
H -2.220 3.808 -0.216 0.114
H -0.916 5.231 -1.632 0.127
H 0.103 4.360 -3.718 0.110
H -0.294 1.943 -4.397 0.128
O 0.520 3.150 0.974 0.049
C 0.858 2.162 1.880 -0.349
C 0.653 0.777 1.164 -0.423
O 1.002 0.636 -0.052 -0.112
O -0.025 -0.205 1.661 -0.116
C 2.363 2.350 2.281 -0.148
C 3.365 1.925 1.447 -0.049
C 4.710 1.980 1.837 -0.070
C 5.085 2.661 2.990 -0.057
C 4.049 3.171 3.805 -0.033
C 2.703 2.930 3.493 -0.019
C -0.090 2.160 3.017 -0.200
C -1.284 2.854 2.978 -0.010
C -2.184 2.783 4.016 -0.037
C -1.882 1.906 5.105 -0.052
C -0.701 1.152 5.136 -0.056
C 0.175 1.299 4.063 -0.064
H 1.302 3.347 0.417 0.143
H 3.138 1.404 0.507 0.111
H 5.535 1.588 1.213 0.118
H 6.134 2.769 3.212 0.109
H 4.305 3.702 4.749 0.126
H 1.943 3.194 4.218 0.123
H -1.498 3.455 2.103 0.109
H -3.104 3.294 4.017 0.095
H -2.676 1.829 5.884 0.120
H -0.554 0.485 5.987 0.111
H 1.138 0.754 4.047 0.135
```

***

The following is a DFT calculation (the ωB97M-V functional and the def2-TZVPD basis) of a molecular structure, C32H36IrN3O4PSe2Si in a non-equilibrium geometry.

## Properties
- HOMO level (spin up / spin down): -0.28196 / -0.27872 Ha
- Expectation value of S²: 0.77
- Spin multiplicity: 2
- Frontier orbital gap (spin up / spin down): 0.283 / 0.207 hartree
- Relative energy (zero: lowest compared OMol25 entry of this formula, charge and spin): 1.561 eV

```
80
Properties=species:S:1:pos:R:3:lowdin_charge:R:1
Ir -0.054 -0.275 -0.580 1.084
Se -1.362 1.397 0.965 0.481
P -0.766 0.087 2.597 0.248
Se -0.611 -1.815 1.594 0.408
C -1.975 0.043 3.948 -0.384
C -2.807 -1.052 4.144 -0.103
C -3.733 -1.044 5.177 -0.078
C -3.836 0.058 6.011 -0.082
C -3.013 1.159 5.811 -0.077
C -2.084 1.153 4.785 -0.083
C 0.766 0.599 3.419 -0.405
C 1.180 1.924 3.345 -0.115
C 2.350 2.320 3.974 -0.070
C 3.103 1.393 4.681 -0.077
C 2.688 0.071 4.756 -0.073
C 1.523 -0.330 4.123 -0.086
H -2.727 -1.908 3.486 0.061
H -4.377 -1.901 5.327 0.105
H -4.556 0.061 6.819 0.103
H -3.094 2.024 6.458 0.105
H -1.441 2.013 4.637 0.107
H 0.608 2.634 2.759 0.079
H 2.682 3.348 3.894 0.108
H 4.023 1.699 5.164 0.103
H 3.282 -0.655 5.297 0.104
H 1.214 -1.368 4.154 0.096
C 2.000 -0.322 -4.336 0.010
C 1.174 -0.033 -3.129 -0.256
N 1.382 -0.592 -1.971 -0.161
O 2.355 -1.573 -1.937 -0.061
C 0.121 0.935 -3.158 -0.265
C -0.253 1.741 -4.354 -0.014
N -0.507 1.072 -1.986 -0.289
O -1.441 1.897 -1.861 -0.170
H 2.577 -1.232 -4.215 0.076
H 2.692 0.504 -4.509 0.105
H 1.351 -0.400 -5.208 0.092
H 2.852 -1.341 -1.106 0.083
H 0.609 2.258 -4.779 0.086
H -0.998 2.478 -4.066 0.076
H -0.684 1.106 -5.134 0.086
C 0.162 -3.584 -3.544 -0.147
Si -0.546 -3.310 -1.833 0.465
C 0.785 -3.775 -0.611 -0.229
C -2.066 -4.342 -1.520 -0.153
N -1.142 -1.578 -1.619 -0.166
C -2.325 -1.208 -2.252 -0.335
C -2.714 -1.751 -3.495 -0.047
C -3.871 -1.335 -4.118 -0.073
C -4.689 -0.383 -3.512 -0.072
C -4.346 0.128 -2.273 -0.058
C -3.185 -0.281 -1.639 -0.043
H 0.494 -4.626 -3.582 0.045
H 1.041 -2.954 -3.690 0.016
H -0.519 -3.430 -4.378 0.020
H 1.574 -4.315 -1.139 0.043
H 0.382 -4.425 0.169 0.029
H 1.248 -2.931 -0.111 -0.037
H -1.843 -5.398 -1.685 0.041
H -2.904 -4.067 -2.162 0.028
H -2.387 -4.220 -0.483 0.038
H -2.082 -2.474 -3.983 0.071
H -4.141 -1.750 -5.080 0.106
H -5.596 -0.057 -4.005 0.104
H -4.981 0.857 -1.787 0.113
H -2.942 0.076 -0.649 0.022
O 3.558 -0.034 -0.166 0.040
C 2.723 0.790 0.215 -0.552
O 1.522 0.490 0.583 -0.292
C 3.093 2.240 0.297 -0.137
C 2.120 3.219 0.127 -0.030
C 2.481 4.559 0.122 -0.075
C 3.808 4.922 0.307 -0.091
C 4.778 3.944 0.493 -0.081
C 4.423 2.605 0.475 -0.021
H 1.085 2.924 0.006 0.079
H 1.724 5.319 -0.024 0.103
H 4.087 5.968 0.309 0.099
H 5.812 4.228 0.641 0.100
H 5.166 1.827 0.598 0.117
```

***

The following is a DFT calculation (the ωB97M-V functional and the def2-TZVPD basis) of a molecular structure, C32H36NO5RhSTe.

## Properties
- HOMO level (spin up / spin down): -0.15416 / -0.18780 Ha
- Expectation value of S²: 0.77
- Spin multiplicity: 2
- Frontier orbital gap (spin up / spin down): 0.246 / 0.257 hartree
- Relative energy (zero: lowest compared OMol25 entry of this formula, charge and spin): 0.000 eV
- Net charge: -1

```
77
Properties=species:S:1:pos:R:3:lowdin_charge:R:1
Rh -0.060 -0.163 -1.853 0.962
C -3.466 -5.243 5.633 -0.063
C -2.898 -4.347 4.565 -0.281
C -3.662 -3.363 3.967 -0.029
C -3.142 -2.529 2.972 -0.308
C -4.055 -1.480 2.383 -0.073
C -1.818 -2.686 2.577 -0.335
Te -0.933 -1.434 0.955 1.671
N -0.510 0.562 -0.030 -0.272
C -1.459 1.431 0.347 -0.621
O -2.445 1.201 1.056 -0.042
C -1.223 2.881 -0.031 -0.158
C 0.034 3.346 -0.398 -0.068
C 0.228 4.684 -0.709 -0.090
C -0.839 5.571 -0.658 -0.107
C -2.096 5.114 -0.281 -0.093
C -2.284 3.778 0.038 -0.029
C 0.225 -0.538 2.499 -0.393
C -0.467 -0.082 3.618 -0.113
C 0.196 0.552 4.657 -0.092
C 1.570 0.730 4.581 -0.100
C 2.257 0.281 3.466 -0.065
C 1.606 -0.353 2.406 -0.313
C 2.433 -0.826 1.242 -0.075
C -1.022 -3.686 3.166 -0.297
C 0.419 -3.906 2.788 -0.075
C -1.578 -4.495 4.147 -0.029
H -4.505 -4.991 5.845 0.068
H -2.901 -5.152 6.563 0.075
H -3.428 -6.291 5.330 0.075
H -4.695 -3.227 4.275 0.113
H -4.408 -0.802 3.164 0.084
H -4.935 -1.950 1.938 0.080
H -3.562 -0.872 1.627 0.013
H 0.860 2.647 -0.418 0.102
H 1.213 5.036 -0.991 0.097
H -0.690 6.615 -0.904 0.092
H -2.930 5.804 -0.232 0.094
H -3.250 3.402 0.346 0.111
H -1.541 -0.213 3.669 0.097
H -0.360 0.909 5.515 0.096
H 2.103 1.224 5.384 0.093
H 3.331 0.423 3.403 0.106
H 3.152 -0.060 0.947 0.082
H 1.839 -1.075 0.367 -0.003
H 2.999 -1.723 1.510 0.088
H 0.544 -4.018 1.709 0.064
H 0.806 -4.801 3.275 0.071
H 1.034 -3.058 3.095 0.070
H -0.962 -5.268 4.600 0.111
C 4.548 3.418 -5.974 -0.060
C 3.916 2.202 -5.350 -0.282
C 2.974 1.448 -6.046 -0.043
C 2.400 0.323 -5.478 -0.055
C 2.766 -0.063 -4.197 -0.276
C 3.700 0.675 -3.488 -0.053
C 4.268 1.801 -4.066 -0.045
S 1.997 -1.492 -3.462 0.469
O 0.537 -1.207 -3.605 -0.433
O 2.409 -2.636 -4.225 -0.294
O 2.380 -1.446 -2.056 -0.362
H 3.984 3.752 -6.844 0.070
H 5.568 3.203 -6.299 0.079
H 4.597 4.244 -5.263 0.075
H 2.678 1.755 -7.043 0.107
H 1.657 -0.252 -6.016 0.120
H 3.960 0.367 -2.484 0.108
H 4.992 2.382 -3.505 0.110
C -2.589 -0.563 -3.116 -0.248
O -1.834 -0.885 -1.988 -0.450
H -2.942 0.477 -3.106 0.065
H -3.471 -1.215 -3.121 0.074
H -2.039 -0.734 -4.051 0.064
C -0.278 1.505 -2.934 -0.168
H -1.183 2.039 -2.650 0.013
H -0.317 1.198 -3.981 0.012
H 0.595 2.143 -2.770 0.012
```

***

The following is a DFT calculation (the ωB97M-V functional and the def2-TZVPD basis) of a molecular structure, C32H37AsGeN3O6V in a non-equilibrium geometry.

## Properties
- HOMO level (spin up / spin down): -0.39065 / -0.43204 Ha
- Expectation value of S²: 3.76
- Spin multiplicity: 4
- Frontier orbital gap (spin up / spin down): 0.273 / 0.312 hartree
- Relative energy (zero: lowest compared OMol25 entry of this formula, charge and spin): 0.561 eV
- Net charge: +1

```
81
Properties=species:S:1:pos:R:3:lowdin_charge:R:1
V 0.432 -1.229 0.368 0.748
N 0.056 -4.307 3.631 0.070
N -0.888 -3.922 2.594 0.027
C -0.477 -2.843 1.889 -0.765
O -1.300 -2.378 1.086 -0.078
O 0.728 -2.382 1.953 -0.127
H 0.348 -5.220 3.413 0.063
H -0.473 -4.207 4.495 0.088
H -1.849 -4.246 2.641 0.154
C 0.250 -1.234 -4.152 -0.162
C 0.875 -2.388 -3.407 -0.424
As 0.313 -2.934 -1.601 1.219
C -1.594 -3.445 -1.980 -0.408
C -2.024 -3.751 -3.403 -0.159
C 1.096 -4.703 -1.354 -0.403
C 2.560 -4.492 -1.017 -0.181
H 0.050 -1.541 -5.185 0.082
H 0.844 -0.326 -4.044 0.062
H -0.800 -0.994 -3.793 0.070
H 2.007 -2.176 -3.276 0.084
H 0.686 -3.257 -3.995 0.045
H -2.165 -2.661 -1.412 0.050
H -1.880 -4.268 -1.276 0.079
H -1.956 -2.788 -3.990 0.067
H -3.054 -4.060 -3.467 0.062
H -1.423 -4.604 -3.865 0.097
H 0.826 -5.228 -2.255 0.063
H 0.608 -5.235 -0.503 0.088
H 2.979 -3.801 -1.767 0.050
H 3.188 -5.410 -0.929 0.093
H 2.635 -3.911 -0.095 0.048
C -0.860 -0.471 4.794 -0.053
C -1.637 -0.300 3.676 -0.061
C -1.152 0.561 2.658 -0.086
C 0.070 1.205 2.831 -0.256
C 0.805 1.105 4.041 -0.090
C 0.369 0.250 5.050 -0.015
Ge 0.836 2.396 1.481 1.083
C 1.570 4.099 2.051 -0.267
C 0.821 5.247 1.701 -0.090
C 1.231 6.560 2.064 -0.082
C 2.363 6.750 2.798 -0.056
C 3.189 5.605 3.075 -0.054
C 2.751 4.333 2.758 -0.115
C 2.227 1.441 0.420 -0.256
C 2.759 0.252 0.910 -0.141
C 3.366 -0.722 0.103 -0.099
C 3.617 -0.440 -1.225 -0.078
C 3.203 0.784 -1.681 -0.046
C 2.525 1.723 -0.876 -0.080
H -1.215 -1.172 5.497 0.091
H -2.547 -0.836 3.562 0.106
H -1.618 0.674 1.701 0.085
H 1.734 1.623 4.094 0.086
H 0.844 0.088 5.986 0.098
H -0.207 5.085 1.267 0.109
H 0.576 7.371 1.864 0.096
H 2.691 7.703 3.192 0.110
H 3.976 5.720 3.766 0.091
H 3.344 3.468 3.077 0.106
H 2.561 -0.124 1.950 0.121
H 3.706 -1.660 0.549 0.120
H 4.076 -1.209 -1.768 0.096
H 3.151 1.020 -2.722 0.105
H 2.163 2.563 -1.363 0.095
O -0.546 0.435 -0.415 -0.103
C -0.925 1.641 -0.523 -0.449
O -0.436 2.630 0.171 -0.053
C -2.061 1.946 -1.377 -0.109
C -2.468 3.235 -1.736 0.028
C -3.642 3.437 -2.404 0.012
C -4.404 2.358 -2.650 -0.133
C -4.067 1.092 -2.289 0.029
C -2.891 0.860 -1.615 0.041
N -5.545 2.343 -3.603 -0.342
O -6.332 1.429 -3.463 0.084
O -5.470 3.076 -4.557 0.120
H -1.844 4.101 -1.634 0.126
H -3.995 4.429 -2.646 0.140
H -4.748 0.334 -2.546 0.116
H -2.515 -0.095 -1.297 0.115
```

***

Q: Look up the spin multiplicity of the first one.
A: 1